Entry 1:
{"formula": "C42H27F5N2O9TeZr", "method": "wB97M-V/def2-TZVPD", "homo_lumo_gap_ev": 7.088, "fmax_ev_per_a": 2.22, "e_above_lowest_kcal_mol": 20.61, "homo_ha": -0.2824, "total_energy_ha": -3218.0161, "lumo_energy_ha": -0.0219, "species": ["C", "C", "C", "H", "O", "H", "O", "C", "O", "H", "C", "H", "O", "C", "C", "F", "H", "C", "H", "H", "H", "F", "N", "C", "C", "C", "C", "O", "C", "C", "Zr", "C", "C", "C", "H", "C", "C", "H", "C", "H", "H", "C", "C", "C", "C", "O", "C", "H", "C", "H", "C", "O", "H", "C", "H", "C", "H", "Te", "H", "H", "H", "H", "H", "C", "O", "C", "C", "H", "C", "N", "C", "F", "C", "C", "C", "C", "C", "H", "H", "O", "F", "H", "F", "C", "C", "C", "H"], "coordinates": [[-2.33, 2.24, 2.40], [3.73, -2.33, 0.97], [-1.08, 3.89, 0.18], [-1.05, -4.44, -2.87], [0.53, 1.53, 1.84], [-2.76, 3.97, -1.15], [-1.22, 1.85, -1.13], [0.30, 1.84, 0.69], [-2.57, -2.13, -1.80], [-5.27, 0.76, 3.20], [-4.42, 1.07, 2.60], [6.00, -3.63, 1.78], [2.59, -0.07, -1.95], [4.44, -1.48, 4.58], [-2.25, 1.88, 1.06], [0.27, -0.99, -6.77], [-1.12, -0.47, 3.51], [5.60, -2.20, 4.82], [-4.72, -3.64, 2.28], [2.08, -5.92, -3.53], [-2.65, -1.36, 5.26], [-1.49, 3.37, -6.95], [0.86, -1.88, -1.88], [-1.91, -1.17, 3.26], [-3.94, -2.95, 2.55], [2.53, -0.84, 3.04], [-1.22, -1.04, 0.94], [1.14, 1.75, -0.30], [-4.35, 0.71, 1.27], [-3.26, 1.12, 0.49], [0.59, 0.30, -1.61], [-2.06, 5.93, -0.67], [-0.16, -3.87, -2.63], [5.55, -3.04, 2.57], [1.68, -1.46, 3.32], [-0.47, 2.63, -4.98], [-2.77, -1.67, 4.23], [4.02, -0.86, 5.36], [-3.10, -2.46, 1.57], [2.44, 0.11, 3.56], [0.57, 4.15, 1.53], [2.24, -3.62, -2.67], [4.39, -2.32, 2.32], [6.15, -2.99, 3.82], [-2.03, 4.54, -0.60], [1.17, -5.66, -3.34], [-0.86, 2.41, -6.28], [-1.02, 2.58, -1.74], [0.03, 0.19, -6.20], [-3.22, -2.72, 0.53], [-1.14, 6.67, 0.06], [-1.17, -0.47, -2.41], [-3.20, 0.83, -0.55], [0.19, 1.64, -4.23], [3.24, -3.96, -2.94], [-3.77, -2.56, 3.87], [6.08, -2.14, 5.79], [2.54, -0.50, 0.90], [-1.16, 7.75, 0.01], [-3.46, 2.11, 4.21], [7.06, -3.55, 4.01], [-1.54, 2.84, 2.84], [4.46, -2.34, 0.17], [3.82, -1.55, 3.34], [4.30, -1.50, -2.29], [-0.17, 4.64, 0.91], [-1.48, -1.70, -2.10], [-4.44, -2.94, 4.63], [1.11, -4.41, -2.87], [-0.46, -0.65, 0.18], [-0.62, 1.20, -6.90], [1.03, -0.52, -4.16], [-1.09, 2.37, 0.21], [3.13, -1.24, -2.14], [-2.08, -1.57, 1.94], [0.41, 0.44, -4.90], [2.07, -2.35, -2.18], [-5.13, 0.11, 0.82], [3.09, -3.20, 0.86], [0.58, 1.81, -2.99], [-1.00, 0.99, -8.16], [-2.79, 6.42, -1.28], [-0.74, 3.80, -4.39], [-0.24, -2.59, -2.16], [-3.41, 1.83, 3.17], [-0.20, 6.03, 0.85], [0.52, 6.61, 1.41]]}


Entry 2:
{"formula": "C42H28BCrF3O5S", "method": "wB97M-V/def2-TZVPD", "charge": 3, "spin_multiplicity": 4, "homo_lumo_gap_ev": [6.826, 4.796], "fmax_ev_per_a": 6.55, "homo_ha": [-0.6060, -0.6070], "total_energy_ha": -3759.4837, "lumo_energy_ha": [-0.3551, -0.4307], "species": ["H", "C", "F", "H", "H", "C", "C", "H", "C", "H", "H", "C", "C", "C", "H", "O", "H", "C", "C", "C", "C", "S", "C", "H", "H", "H", "C", "C", "H", "H", "C", "C", "H", "C", "H", "C", "C", "C", "C", "H", "O", "C", "H", "C", "C", "H", "H", "H", "O", "H", "H", "H", "C", "O", "C", "C", "C", "C", "F", "C", "H", "C", "C", "C", "O", "H", "C", "C", "C", "C", "H", "B", "C", "F", "Cr", "H", "H", "C", "C", "C", "C"], "coordinates": [[3.05, -3.44, -1.54], [-3.89, 4.09, 0.74], [-0.19, 1.43, 7.14], [6.40, 0.73, -4.97], [2.05, 0.25, -4.68], [-0.90, 0.70, 6.22], [1.40, 0.23, 5.25], [4.95, 4.48, 2.41], [3.34, -1.77, -0.29], [0.71, 1.89, 2.43], [-0.28, -1.58, 2.26], [3.59, -2.50, -1.56], [2.16, -0.17, 4.14], [3.03, 0.65, -4.38], [-1.66, -0.87, 4.18], [3.86, 2.97, -1.82], [-3.54, 1.59, 3.02], [-1.43, 3.63, 0.79], [1.71, 6.60, -1.43], [-0.26, 0.48, -0.15], [-0.25, 5.53, -2.41], [1.80, -1.63, 0.39], [0.24, 4.27, -2.08], [-4.86, 0.79, -1.04], [-1.19, 1.21, 2.28], [4.61, -2.75, -1.83], [3.04, 1.44, -3.26], [3.80, -0.40, 1.56], [3.34, 5.24, -0.85], [3.24, -0.10, 4.20], [4.21, 2.02, -2.74], [-2.01, 1.11, 1.57], [6.30, 2.28, -2.94], [0.90, 0.87, 0.08], [-1.20, 5.62, -2.95], [-4.37, 1.19, 1.03], [0.44, 6.70, -2.03], [-2.90, 3.30, -1.46], [3.23, 3.88, 3.56], [2.31, 7.46, -1.12], [-3.02, 3.84, -2.51], [2.33, -0.37, 1.67], [3.57, 4.42, 4.44], [1.55, -0.57, 2.95], [4.04, 3.88, 2.41], [-5.39, 1.43, 1.32], [1.34, 3.27, 4.42], [-2.45, 0.48, -1.72], [-0.59, 4.38, 1.09], [5.26, -0.82, 0.01], [3.21, -1.87, -2.38], [0.04, 7.68, -2.29], [2.08, 0.94, 0.80], [1.95, 1.92, -2.65], [1.64, 2.50, 2.41], [0.21, -0.98, 3.03], [-0.58, -0.66, 4.15], [-1.68, 0.66, 0.26], [-1.66, -0.24, 6.87], [-2.72, 0.66, -0.68], [1.85, 0.69, 6.13], [0.01, 0.06, 5.19], [3.70, 3.08, 1.30], [2.29, 5.35, -1.19], [-4.29, 5.18, 0.97], [4.44, 0.14, 2.24], [-3.33, 1.31, 1.98], [2.01, 3.22, 3.55], [4.27, -1.00, 0.41], [2.53, 2.26, 1.35], [4.38, 3.01, 0.44], [2.45, 3.08, -1.97], [-4.06, 0.85, -0.30], [-1.80, 1.55, 5.61], [-2.88, 2.55, 0.28], [4.27, -0.26, -5.84], [-0.31, 3.35, -2.40], [5.41, 1.81, -3.36], [4.25, 0.41, -4.98], [1.59, 4.21, -1.62], [5.44, 0.97, -4.49]]}